Formula: C39H49F4N6OPSTaTe
Source: the Open Molecules 2025 dataset
Level of theory: ωB97M-V/def2-TZVPD

```
103
Properties=species:S:1:pos:R:3
Ta -0.4160 -0.1887 -1.5815
C 0.4169 1.2315 -4.4136
N 0.5567 1.4434 -2.9466
C 0.1507 2.8394 -2.6574
C 1.9823 1.2548 -2.5652
C 2.3549 -0.1957 -2.7704
N 1.2485 -1.0564 -2.2843
C 1.4800 -2.4425 -2.4690
C 0.3769 -3.2612 -2.3032
F -0.7767 -2.5727 -2.0130
C 0.3804 -4.6303 -2.4150
F -0.7476 -5.3012 -2.2191
C 1.5652 -5.2669 -2.7283
C 2.6905 -4.4855 -2.9041
F 3.8462 -5.0511 -3.1931
C 2.6743 -3.0966 -2.7743
F 3.8286 -2.4507 -2.9275
H 1.1224 1.8864 -4.9301
H -0.5950 1.4809 -4.7200
H 0.6150 0.1985 -4.6786
H 0.7884 3.5302 -3.2137
H 0.2448 3.0342 -1.5935
H -0.8794 2.9925 -2.9701
H 2.0779 1.5398 -1.5188
H 2.6330 1.9074 -3.1534
H 3.2830 -0.3962 -2.2404
H 2.5328 -0.4200 -3.8233
H 1.6167 -6.3427 -2.8290
S -3.7314 0.2350 -4.7081
C -2.7177 -1.0412 -5.2373
C -1.7001 -1.2863 -4.3699
C -1.7115 -0.4208 -3.2257
C -2.7860 0.4499 -3.3137
C -3.0139 1.4229 -2.2529
C -4.0438 2.3477 -2.2116
C -4.1453 3.1946 -1.1201
C -3.2219 3.0855 -0.0874
C -2.2192 2.1461 -0.1928
N -2.0965 1.3298 -1.2555
H -2.9396 -1.5451 -6.1657
H -0.9670 -2.0604 -4.5511
H -4.7600 2.3973 -3.0207
H -4.9406 3.9269 -1.0725
H -3.2771 3.7217 0.7841
H -1.4799 2.0265 0.5871
C -3.3014 -1.1257 1.3004
Te -1.2960 -1.6922 0.7504
C -2.2860 -3.5330 0.2748
C -3.3038 -3.6136 1.3857
C -3.7537 -4.8237 1.8906
C -4.7133 -4.8355 2.8950
C -5.2123 -3.6452 3.4012
C -4.7566 -2.4298 2.9069
C -3.8081 -2.4152 1.8954
H -3.8091 -0.8365 0.3791
H -3.2898 -0.2917 1.9951
H -1.5668 -4.3482 0.2662
H -2.7397 -3.4319 -0.7108
H -3.3608 -5.7561 1.5056
H -5.0621 -5.7789 3.2916
H -5.9499 -3.6606 4.1915
H -5.1436 -1.5017 3.3088
O 0.4097 0.8772 -0.0380
P 1.2420 1.1028 1.2846
N 1.9243 -0.3196 1.6783
C 2.3993 -0.6617 3.0534
C 3.2677 -1.8924 2.8300
C 3.8987 -1.6401 1.4649
C 2.7554 -1.0199 0.6658
N 2.3460 2.2385 0.9181
C 2.1062 3.5205 0.2118
C 2.8825 4.5524 1.0183
C 4.1011 3.7603 1.4861
C 3.5424 2.3742 1.8084
N 0.3611 1.5667 2.5639
C 0.1574 2.9877 2.9374
C -0.3700 2.9354 4.3880
C -0.4673 1.4420 4.7333
C -0.5841 0.7774 3.3715
H 1.5628 -0.8691 3.7162
H 2.9786 0.1591 3.4787
H 2.6475 -2.7902 2.8021
H 3.9984 -2.0152 3.6260
H 4.2721 -2.5470 0.9933
H 4.7318 -0.9406 1.5470
H 2.1610 -1.7899 0.1647
H 3.1172 -0.3091 -0.0810
H 1.0419 3.7417 0.1334
H 2.5283 3.4584 -0.7963
H 2.3015 4.9062 1.8709
H 3.1415 5.4203 0.4156
H 4.5899 4.2034 2.3505
H 4.8400 3.6905 0.6873
H 3.2472 2.2932 2.8581
H 4.2611 1.5842 1.5909
H -0.5723 3.4636 2.2744
H 1.0943 3.5315 2.8552
H -1.3436 3.4179 4.4513
H 0.2953 3.4621 5.0677
H -1.3102 1.2105 5.3809
H 0.4424 1.0981 5.2268
H -1.5998 0.9100 2.9755
H -0.3460 -0.2825 3.3575
```

Properties
- Relative energy (zero: lowest compared OMol25 entry of this formula, charge and spin): 21.8 kcal per mole
- Net charge: +3
- LUMO level: -9.8492 eV
- Frontier orbital gap: 5.88 eV
- Max |F|: 1.02 eV Å⁻¹

Formula: H5O3
Source: the Open Molecules 2025 dataset
Level of theory: ωB97M-V/def2-TZVPD

```
8
Properties=species:S:1:pos:R:3
O -0.7799 -0.0230 0.6770
H -0.8434 0.6888 1.3235
O -0.5656 1.8287 -1.1305
H -0.8203 1.0537 -0.4949
H -1.1296 2.5578 -0.8713
O 1.4712 -1.8730 0.3714
H 0.7579 -2.4622 0.1125
H 0.9120 -1.0989 0.5514
```

Properties
- Relative energy (zero: lowest compared OMol25 entry of this formula, charge and spin): 7.1 kcal per mole
- Net charge: -1
- LUMO level: 4.8811 eV
- Frontier orbital gap: 8.56 eV
- Max |F|: 1.06 eV Å⁻¹

Formula: C27H26N3O3
Source: the Open Molecules 2025 dataset
Level of theory: ωB97M-V/def2-TZVPD

```
59
Properties=species:S:1:pos:R:3
C -0.0444 -1.7081 -2.6326
C 0.6187 -0.4198 -2.3149
C -0.1836 0.6854 -2.0051
N -0.8894 1.5921 -1.7398
C 2.0149 -0.1949 -2.5023
C 2.9409 -1.2678 -2.6917
C 4.2979 -1.0182 -2.7991
C 4.7898 0.2913 -2.7301
C 6.1978 0.5403 -2.8471
N 7.3451 0.7431 -2.9566
C 3.9010 1.3573 -2.5535
C 2.5424 1.1245 -2.4317
H 0.6368 -2.5550 -2.5114
H -0.8894 -1.8410 -1.9473
H -0.4422 -1.7212 -3.6625
H 2.5768 -2.2962 -2.7327
H 4.9976 -1.8446 -2.9489
H 4.2797 2.3822 -2.5369
H 1.8657 1.9712 -2.2809
C 4.5885 2.9702 0.9630
O 3.9580 1.7056 0.6792
C 2.7244 1.4085 1.1468
C 2.1494 0.1986 0.8141
C 0.7813 -0.0698 1.0779
C 0.1516 -1.1823 0.4696
C -1.2424 -1.4586 0.5410
C -2.2192 -0.4221 0.5407
C -3.5615 -0.7008 0.6946
C -4.0032 -2.0390 0.7581
N -5.3602 -2.3309 0.9165
C -6.2136 -2.6303 -0.2169
C -6.0728 -1.9504 2.1184
C -3.0554 -3.0887 0.6406
C -1.7111 -2.8080 0.5525
C 0.0903 0.7869 1.9753
C 0.6118 1.9983 2.3664
O -0.1080 2.8017 3.1884
C -0.1420 4.2337 2.9963
C 1.9416 2.4009 1.8821
O 2.3730 3.5732 2.0520
H 5.6258 2.7811 0.6714
H 4.1590 3.7513 0.3304
H 4.5306 3.2374 2.0217
H 2.7396 -0.5277 0.2579
H 0.8076 -1.9503 0.0585
H -1.8943 0.6094 0.4015
H -4.2973 0.1053 0.7316
H -5.6043 -2.8472 -1.1023
H -6.8416 -3.5024 0.0149
H -6.8844 -1.7834 -0.4409
H -5.3532 -1.7525 2.9213
H -6.6914 -1.0551 1.9501
H -6.7297 -2.7802 2.4159
H -3.4259 -4.1162 0.6620
H -0.9736 -3.6143 0.5189
H -0.8985 0.5256 2.3460
H -0.6916 4.5860 3.8673
H 0.8731 4.6412 2.9676
H -0.6863 4.4751 2.0748
```

Properties
- Net charge: -1
- LUMO level: 1.4743 eV
- Frontier orbital gap: 4.65 eV
- Max |F|: 3.01 eV Å⁻¹

Formula: C23H52P4RuS
Source: the Open Molecules 2025 dataset
Level of theory: ωB97M-V/def2-TZVPD

```
81
Properties=species:S:1:pos:R:3
Ru -0.2100 0.7494 -0.2531
P -1.7029 2.5612 -0.2603
P -1.5089 -1.3614 0.2897
P 1.5986 1.7343 -1.4479
H -0.0291 -3.6788 -2.5211
C 1.0450 -3.4220 -2.7124
C 1.9388 -3.4453 -1.5915
H 1.8300 -4.3192 -0.9359
C -2.4285 2.6349 -1.9446
C -3.1759 2.4587 0.8618
C -0.9142 4.1974 0.0676
C -1.1094 -3.1750 0.3786
C -2.3640 -1.2145 1.9400
C -2.9482 -1.4277 -0.8459
C 3.1287 0.8000 -1.8632
C 2.4057 3.2322 -0.7366
C 1.1026 2.3672 -3.0886
H 1.4177 -4.0984 -3.4917
H 2.7320 -2.7025 -1.4426
H -3.1788 3.4298 -2.0456
H -2.9122 1.6776 -2.1780
H -1.6369 2.8137 -2.6828
H -3.7768 3.3816 0.8878
H -2.8300 2.2864 1.8885
H -3.8397 1.6216 0.5930
H -1.6572 4.9653 0.3239
H -0.3402 4.5683 -0.7921
H -0.2207 4.1194 0.9163
H -2.0796 -3.6991 0.4594
H -0.5019 -3.4616 1.2517
H -0.5827 -3.4891 -0.5330
H -3.0642 -2.0560 2.0355
H -2.9289 -0.2751 1.9854
H -1.6418 -1.2321 2.7694
H -3.4710 -2.3924 -0.7706
H -2.5735 -1.3219 -1.8714
H -3.6490 -0.6111 -0.6253
H 3.5406 1.2453 -2.7783
H 2.9404 -0.2652 -2.0493
H 3.8794 0.9061 -1.0722
H 2.4159 4.0180 -1.5003
H 3.4429 2.9809 -0.4927
H 1.9032 3.6052 0.1616
H 1.8446 2.0913 -3.8527
H 1.0341 3.4641 -3.0514
H 0.1367 1.9211 -3.3519
C 1.2597 -1.6335 -4.8544
C 0.6416 -0.7424 -5.7454
C 0.8337 -0.8340 -7.1204
C 1.6772 -1.8259 -7.6398
C 2.3605 -2.6763 -6.7574
C 2.2261 -2.5195 -5.3745
S 0.8585 -1.4607 -3.1633
H -1.2580 0.6739 0.9247
H 0.0272 0.0549 -5.3194
H 0.3252 -0.1419 -7.8015
H 1.7991 -1.9054 -8.7366
H 2.9992 -3.4796 -7.1624
H 2.8971 -3.0476 -4.6860
C -0.1966 0.7842 4.1226
C 0.3622 1.4222 2.8566
P 1.0827 0.3014 1.5711
C 2.8913 0.7312 1.5312
C 3.5838 1.1055 2.8331
C 1.2492 -1.4348 2.2381
C 2.0210 -1.6394 3.5497
H -1.2932 0.8075 4.0955
H 0.1078 1.3456 5.0165
H 0.1234 -0.2514 4.2614
H -0.4566 1.9726 2.3604
H 1.1410 2.1577 3.0924
H 3.4183 -0.1434 1.1212
H 3.0338 1.5338 0.7994
H 3.7237 0.2223 3.4619
H 4.5862 1.4844 2.5926
H 3.0633 1.8748 3.4124
H 0.2610 -1.9126 2.3121
H 1.7722 -1.9683 1.4253
H 1.9826 -0.7854 4.2362
H 1.6148 -2.5083 4.0897
H 3.0777 -1.8630 3.3518
```

Properties
- <S²>: 8.79
- Relative energy (zero: lowest compared OMol25 entry of this formula, charge and spin): 15.8 kcal per mole
- Net charge: +3
- LUMO level (alpha / beta): -8.0678 / -11.8179 eV
- Frontier orbital gap (alpha / beta): 7.34 / 5.93 eV
- 2S+1: 6
- Max |F|: 3.43 eV Å⁻¹